The following is a quantum chemistry calculation of a 2-piece molecular cluster, CH3O3 overall at a distorted geometry, from OMol25.

The value obtained for the relative energy (zero: lowest compared OMol25 entry of this formula, charge and spin) is 15.1 kcal per mole. For the gap between HOMO and LUMO, the calculation gives 7.87 eV. As for the total energy: -265.67371 Eh. The value obtained for the LUMO energy is 4.2 eV.

```
! wB97M-V def2-TZVPD RIJCOSX def2/J DEFGRID3
* xyz -1 1
O 1.06062 -0.71597 2.24841
H 0.53622 0.07027 2.52241
H 0.85708 -0.82896 1.29235
O 0.00789 -0.66721 -1.39704
O -1.82027 0.40127 -1.72962
C -0.59325 0.38951 -1.54890
H -0.04827 1.35110 -1.38759
*
```